# 1
DFT (wB97M-V/def2-TZVPD) results for a molecular structure, C11H16AlClO2V.

Values from the calculation:
expectation value of S²	3.80
E_LUMO (alpha / beta)	5.3 / 5.3	eV
orbital gap (alpha / beta)	3.99 / 6.98	eV
E_HOMO (alpha / beta)	1.34 / -1.69	eV
energy relative to the best compared isomer or geometry (same formula, charge and spin)	0.00	kJ/mol

The geometry in ORCA input format:
```
! RIJCOSX wB97M-V def2-TZVPD def2/J DEFGRID3
* xyz -2 4
C 0.5327 1.6123 0.8929
C 1.4815 2.7421 2.8658
H 0.6474 -4.5440 -3.3697
H -0.2829 -3.7266 -4.6357
Al -1.1187 -3.0181 -2.2944
C 0.0163 3.8506 4.4454
H 2.1723 3.7344 4.6430
C 0.2066 -3.5807 -3.6604
Cl -2.8710 -2.2938 -3.2912
H -0.1158 4.4251 5.3626
H 1.0143 -2.8480 -3.7789
O 1.6798 1.0503 0.5998
C -0.9305 2.7628 2.5002
H -1.3421 -4.2152 -0.0092
C 1.2252 0.9090 -2.9616
H -2.8767 -4.3215 -0.9135
C 0.3626 2.3980 2.1019
H -1.5264 -5.3971 -1.3275
O -0.4570 1.4338 0.0635
V 0.7798 0.2368 -0.9944
C -1.0991 3.4949 3.6745
C 1.3035 3.4673 4.0423
H -0.5362 -1.7969 0.0755
H 1.0274 -2.1132 -0.7769
H -2.1029 3.7793 3.9915
H -1.7809 2.4723 1.8820
H 0.6123 0.3822 -3.7095
C -1.7839 -4.3819 -0.9989
H 2.4687 2.4223 2.5313
H 0.9960 1.9875 -2.9430
C -0.0062 -1.6608 -0.8978
H 2.3038 0.7368 -3.1095
*
```

---

# 2
DFT (wB97M-V/def2-TZVPD) results for 2 unconnected molecules or ions with the total composition C3H10N2O2.

Values from the calculation:
expectation value of S²	0.76
E_LUMO (alpha / beta)	-3.3 / -8.6	eV
orbital gap (alpha / beta)	10.17 / 4.91	eV
E_HOMO (alpha / beta)	-13.49 / -13.49	eV
energy relative to the best compared isomer or geometry (same formula, charge and spin)	275.92	kJ/mol

The geometry in ORCA input format:
```
! RIJCOSX wB97M-V def2-TZVPD def2/J DEFGRID3
* xyz 1 2
H -0.2651 5.8830 -3.3095
O -1.8033 -0.2488 2.5353
N 1.8544 -2.1205 0.3024
H -1.1544 -2.3056 1.2580
C -1.4609 -0.1544 1.3885
H 1.4370 -2.7972 0.9400
C -1.2221 -1.4114 0.5989
H -0.9595 0.8029 1.1231
N -0.2009 -1.3053 -0.4224
H -2.2571 -1.6531 0.3190
C 1.1269 -0.9619 0.0199
H -0.2090 -2.1939 -0.9157
H -0.3633 5.9542 -1.7770
O -0.0619 5.3728 -2.4937
H 2.8596 -2.2311 0.2670
H 1.6040 -0.3235 -0.7400
H 1.0754 -0.3063 0.9060
*
```

---

# 3
DFT (wB97M-V/def2-TZVPD) results for a molecular structure, C15H30ClHfNO5P2.

Values from the calculation:
E_LUMO	-1.4	eV
orbital gap	5.02	eV
E_HOMO	-6.38	eV
energy relative to the best compared isomer or geometry (same formula, charge and spin)	697.34	kJ/mol

The geometry in ORCA input format:
```
! RIJCOSX wB97M-V def2-TZVPD def2/J DEFGRID3
* xyz 0 1
H -2.2917 -2.1548 2.3226
H 1.4116 1.6609 3.2189
H -1.8629 -3.0376 -1.2596
C -4.0531 -0.3188 0.0205
H 4.7902 1.3979 -1.0953
H -1.6324 3.5141 0.1433
H -3.8625 0.3759 -0.8020
H 2.0504 -3.6548 -2.1136
H -0.7778 4.4300 1.4323
H -0.6089 -4.2797 -1.6212
H -2.5479 1.7634 2.2070
Cl 3.6315 -0.5314 0.9709
C 2.6574 1.6620 -1.1888
H 2.1076 2.5478 1.8367
H -0.9414 -1.4166 -3.4845
H -6.1958 -0.2691 -0.1587
O 1.5629 0.9059 -0.8886
H 2.8089 2.3919 -0.3820
O 4.2912 -1.7240 0.3468
H 3.8611 -0.0552 -0.7090
Hf 0.0889 0.0211 -0.0248
N -1.7603 -0.5370 0.4071
H -4.6236 -2.8051 2.9728
H -1.5665 2.6165 3.4528
C 1.2224 2.4592 2.4844
H 1.4600 1.9092 -3.0024
H -6.5801 -1.8612 1.7311
O 4.3989 0.7254 1.1791
C 0.0680 -1.8186 -3.3005
C -4.4600 -2.1085 2.1454
H 3.9968 0.4486 -2.3911
C -3.1634 -1.7568 1.7946
O 3.2825 -0.9576 2.2709
C -1.5744 1.7948 2.7188
C -5.5613 -1.5790 1.4489
H 0.8006 -1.0997 -3.7018
H -1.4285 0.8321 3.2337
C 1.9774 -2.8066 -1.4080
H 2.7542 -2.0657 -1.6509
P -0.2446 2.0168 1.4787
H 3.1444 2.4836 -3.1326
H 0.1765 -2.7799 -3.8340
C 3.8996 0.8297 -1.3697
C -2.9184 -0.8475 0.7170
C -0.6796 3.6207 0.6865
C -0.8331 -3.3643 -1.0498
C -5.3420 -0.6838 0.3866
H -0.7526 -3.5673 0.0297
H 2.1588 -3.1699 -0.3849
P 0.3260 -2.0178 -1.4916
O 1.9601 -0.3181 0.5286
H 0.0997 3.8971 -0.0422
H 1.0644 3.4144 3.0176
C 2.2675 2.4194 -2.4629
H 1.9431 3.4479 -2.2329
*
```

---

# 4
DFT (wB97M-V/def2-TZVPD) results for a molecular structure, C15H21ClCsF6IO5PS.

Values from the calculation:
E_LUMO	-2.9	eV
orbital gap	9.88	eV
E_HOMO	-12.80	eV

The geometry in ORCA input format:
```
! RIJCOSX wB97M-V def2-TZVPD def2/J DEFGRID3
* xyz 1 1
H -0.0444 2.7115 3.1230
C 0.0585 0.8269 2.1479
H -3.4206 -1.2735 -0.5038
O -1.5235 -3.1007 -0.2060
H -4.1911 1.5393 -1.3005
C 4.5039 1.1933 -0.5849
H -2.2086 -2.5547 -2.4296
C -0.6665 -0.7576 -1.4373
H -0.3986 -0.1404 2.0365
C -1.7766 0.0394 -0.7447
O 3.2601 0.6484 -0.5108
C -0.3880 1.6613 3.0575
C -3.1992 -0.3843 -1.0784
H -3.3173 0.7626 1.2893
F 1.7849 -3.4753 2.1158
I -4.7959 2.9711 1.2964
H 2.4745 -2.5231 -0.9356
H 2.1147 1.3484 -2.0703
C -4.2544 0.6518 -0.6920
O -1.6866 1.4312 -1.1065
C 2.5709 -3.3818 1.0000
H 2.3719 2.5253 -0.8248
O -0.5337 3.1732 0.1428
O 0.0995 2.7354 -2.1085
C 1.7821 -2.7898 -0.1494
H -3.2843 -0.5947 -2.1336
S -0.3070 2.1690 -0.8681
C 0.7140 -0.5211 -0.7561
C 1.1742 1.1758 1.2150
H -1.1716 1.3420 3.7531
H -1.6304 -0.1216 0.3174
H 1.4167 -0.6873 -1.5584
C 1.0603 -1.5307 0.3422
H 0.1865 -1.8100 0.9136
F 3.6550 -2.6385 1.3233
C 2.2122 1.4692 -1.0000
F 2.9947 -4.6452 0.7042
H 2.0627 0.6384 1.5085
H 1.1002 -3.5746 -0.4328
F 5.3980 0.1992 -0.5442
H -5.0048 0.3458 1.2897
H 1.7396 -1.0924 1.0556
Cs -1.4331 3.7809 2.5448
H -0.1071 -3.1622 -2.1979
C -4.2601 0.9491 0.7983
F 4.6752 1.9080 -1.7081
F 4.7165 2.0163 0.4553
H -5.2101 0.2013 -0.9236
Cl -0.5292 -0.3052 -3.1664
P -1.1525 -2.5305 -1.5125
C 0.9502 0.9618 -0.3090
H 1.4185 2.2196 1.3638
*
```